1.
50
Properties=species:S:1:pos:R:3:forces:R:3:nbo_charge:R:1 method="wB97M-V/def2-TZVPD" spin_multiplicity=2 total_charge=+1 homo_energy_ha="-0.50726 / -0.50726"
C 1.740 -0.527 3.303 0.159 -0.397 1.145 -0.639
C 0.408 -0.316 2.593 1.331 0.226 0.717 -0.298
N 0.433 -0.542 1.172 -2.498 -1.480 -0.126 -0.215
C -0.709 -0.160 0.416 0.084 2.384 -1.171 -0.364
C -1.188 1.324 0.559 -0.596 1.391 -0.279 -0.104
O -1.379 2.033 -0.659 0.177 -0.817 -0.601 -0.701
H 2.576 -0.253 2.668 0.237 -0.331 0.116 0.222
H 1.799 0.078 4.209 -0.205 0.675 -0.367 0.268
H 1.818 -1.511 3.812 0.241 0.096 -1.200 0.241
H -0.243 -1.077 3.031 -0.523 0.158 -0.309 0.258
H 0.050 0.700 2.806 -0.194 -0.304 -0.239 0.264
H 0.779 -1.414 0.721 0.857 0.171 0.626 0.471
H -0.503 -0.358 -0.633 0.178 0.057 -0.087 0.302
H -1.628 -0.758 0.538 0.659 -0.522 0.793 0.319
H -0.532 1.996 1.130 -0.080 -0.710 0.620 0.203
H -2.222 1.345 0.932 0.580 -0.123 0.588 0.206
H -0.564 2.431 -0.989 0.053 -0.069 0.127 0.484
H -1.490 -3.052 2.495 -0.312 -0.275 -0.249 0.480
H -2.073 -1.771 2.991 -0.546 0.002 0.094 0.465
O -2.157 -2.392 2.258 0.601 0.172 0.184 -0.928
H -0.635 2.704 3.595 0.000 0.472 -0.078 0.460
H 0.601 3.369 2.882 -0.088 -0.047 -0.007 0.500
O 0.284 2.968 3.705 0.051 -0.503 0.079 -0.952
H 1.687 3.986 -1.994 0.084 0.167 -0.180 0.465
H 1.882 2.489 -2.005 0.264 -0.160 -0.084 0.461
O 1.929 3.260 -2.580 -0.323 -0.035 0.363 -0.923
H 1.970 2.342 0.844 0.409 0.961 0.004 0.470
H 2.516 3.799 0.905 -0.201 -0.232 0.107 0.498
O 1.811 3.221 1.233 -0.194 -0.035 -0.045 -0.986
H -0.826 -2.891 -1.024 0.535 0.149 -0.451 0.509
H -2.135 -2.179 -0.980 -0.162 0.204 -0.488 0.482
O -1.254 -2.092 -1.381 -1.471 -0.972 1.070 -0.984
H 2.817 -0.602 -1.815 0.099 0.064 -0.034 0.467
H 2.190 -1.608 -2.746 -0.034 0.124 -0.148 0.494
O 2.950 -1.492 -2.154 -0.179 -0.093 0.153 -0.970
H 1.276 -4.223 -0.456 0.069 0.029 0.091 0.497
H 1.319 -3.057 -1.451 0.054 0.212 0.085 0.521
O 0.972 -3.317 -0.582 -0.013 -0.096 0.166 -0.998
H -4.801 -0.262 -0.715 0.253 0.370 0.361 0.489
H -3.825 -0.819 0.443 -0.222 0.617 0.072 0.462
O -4.506 -1.016 -0.200 0.020 -0.984 -0.397 -0.943
H 0.196 -2.102 -4.133 -0.181 0.161 -0.048 0.493
H -0.500 -1.400 -2.905 0.472 -0.476 -0.592 0.525
O 0.340 -1.787 -3.236 0.249 0.269 -0.082 -1.014
H -2.799 -0.043 -2.400 -0.111 -0.146 -0.154 0.461
H -1.921 1.020 -2.995 -0.005 0.044 -0.181 0.477
O -2.292 0.152 -3.197 0.177 0.054 0.364 -0.932
H 3.197 0.728 0.235 -0.424 -0.172 0.089 0.512
H 1.585 0.757 0.257 0.583 -0.503 0.073 0.464
O 2.385 0.960 -0.244 0.087 0.252 -0.487 -0.939

2.
51
Properties=species:S:1:pos:R:3:forces:R:3:nbo_charge:R:1 method="wB97M-V/def2-TZVPD" homo_energy_ha=-0.36765
C -1.463 -1.483 0.596 2.025 1.677 0.377 0.549
N -0.527 -0.946 -0.256 0.892 0.923 2.399 -0.648
C 0.391 0.181 0.375 -3.017 0.001 0.787 -0.205
C 0.133 1.494 -0.398 -1.283 -0.951 -3.496 -0.472
C -0.416 2.650 0.448 -1.100 -0.221 0.057 -0.645
O -1.395 -1.235 1.799 -1.030 -0.750 -0.339 -0.695
H -2.234 -2.068 0.157 -0.262 -0.756 -0.465 0.150
H -0.693 -0.879 -1.250 -0.314 0.024 0.157 0.408
H 0.241 0.329 1.535 -0.502 -0.560 -2.854 0.250
H 1.373 -0.188 0.353 1.299 -0.319 -0.315 0.145
H 0.968 1.645 -1.168 -0.635 0.635 1.990 0.252
H -0.661 1.281 -1.270 1.130 0.064 2.024 0.200
H 0.084 2.576 1.385 1.140 1.000 0.556 0.226
H -1.451 2.567 0.896 0.743 -0.722 -1.325 0.242
H -0.460 3.635 -0.038 0.774 -0.261 0.192 0.207
H -0.374 2.943 -2.879 2.086 -0.498 0.160 0.492
H -1.626 3.598 -2.775 -0.684 -0.132 -0.453 0.471
O -1.205 2.913 -3.315 -1.235 1.042 0.282 -0.937
H 2.383 1.187 3.627 0.698 0.209 0.639 0.472
H 1.297 0.276 3.110 0.347 0.504 0.249 0.500
O 1.642 1.210 3.040 -0.851 -0.813 -0.553 -1.000
H 0.961 -2.520 -2.465 1.575 -0.707 -0.105 0.478
H 1.309 -3.433 -1.396 0.551 -0.390 0.280 0.475
O 1.761 -3.049 -2.159 -2.214 1.083 -0.234 -0.936
H -4.016 0.261 0.363 0.635 -2.070 -1.375 0.495
H -4.301 -1.228 0.413 -0.439 -0.733 0.401 0.482
O -3.822 -0.619 -0.137 -1.110 3.607 2.032 -0.958
H 2.631 -1.317 -1.999 0.209 1.088 0.229 0.497
H 2.544 -0.376 -0.795 0.213 0.233 -0.954 0.457
O 2.754 -0.359 -1.752 -0.197 -1.215 0.422 -0.970
H 4.132 -2.038 0.924 0.046 -0.032 0.221 0.487
H 3.196 -1.120 1.692 -0.366 0.610 0.150 0.485
O 3.740 -1.896 1.797 0.519 -0.294 -0.424 -0.948
H -2.186 1.445 3.142 -0.859 -1.049 0.095 0.467
H -0.891 2.093 3.385 -0.029 0.392 -0.193 0.483
O -1.761 2.271 2.989 0.775 0.480 0.624 -0.941
H 2.502 3.135 -2.449 -1.818 -0.534 -0.825 0.484
H 2.051 1.822 -3.089 -0.773 1.125 0.187 0.495
O 1.686 2.730 -2.888 2.714 -0.575 0.473 -0.963
H -1.798 1.304 -3.451 1.578 1.193 0.783 0.502
H -1.753 -0.378 -3.396 1.054 -0.823 0.875 0.485
O -2.094 0.444 -3.657 -2.473 0.021 -2.135 -1.012
H 1.527 -3.649 1.930 -0.879 -0.550 -1.841 0.463
H 2.678 -3.064 2.626 0.371 0.086 0.076 0.503
O 1.841 -3.520 2.793 0.670 -0.407 1.543 -0.931
H -3.389 -0.528 -1.896 0.734 -1.393 -1.106 0.511
H -3.741 -1.988 -2.038 0.260 -0.097 -0.206 0.462
O -3.073 -1.364 -2.348 -0.773 0.226 0.578 -0.976
H 1.010 -2.243 3.233 -0.405 -0.006 -0.010 0.496
H -0.200 -1.145 3.145 0.998 -0.944 0.128 0.506
O 0.696 -1.360 3.508 -0.788 1.576 0.245 -1.036

3.
51
Properties=species:S:1:pos:R:3:forces:R:3:nbo_charge:R:1 method="wB97M-V/def2-TZVPD" spin_multiplicity=2 homo_energy_ha="-0.38539 / -0.38537"
C -2.573 -0.177 -0.577 2.427 1.063 -2.212 -0.442
C -1.439 -1.229 -0.822 -1.732 -0.133 -0.042 -0.371
C -0.592 -1.267 0.474 1.052 -1.141 0.482 -0.112
O 0.700 -1.800 0.162 -4.455 1.764 1.470 -0.461
C -1.932 1.247 -0.669 -1.068 0.578 -0.963 -0.081
O -2.783 2.280 -1.138 -1.555 1.077 -0.489 -0.766
H -3.389 -0.250 -1.257 -0.174 -0.223 -1.410 0.246
H -3.099 -0.178 0.278 -1.308 -0.895 3.675 0.215
H -0.985 -0.808 -1.710 0.405 -0.626 0.305 0.216
H -1.682 -2.288 -0.975 -0.499 0.469 -0.369 0.244
H -0.595 -0.232 0.750 0.883 0.787 0.430 0.225
H -1.188 -1.837 1.237 0.913 0.140 -0.694 0.220
H -1.033 1.237 -1.227 0.635 -0.233 -0.721 0.201
H -1.674 1.716 0.270 -0.104 -0.829 0.741 0.179
H -3.019 2.519 -2.074 1.147 -1.444 1.141 0.500
H 0.147 2.095 0.547 -0.152 -0.313 -0.593 0.497
H 0.924 3.239 1.016 0.476 0.654 -0.221 0.502
O 0.131 2.752 1.243 0.866 0.309 -0.446 -0.955
H 2.065 -0.865 0.901 -0.097 0.242 0.235 0.467
H 3.509 -1.019 0.747 1.356 -0.918 -0.219 0.494
O 2.884 -0.367 1.001 -1.124 0.398 0.115 -0.954
H -0.528 -0.216 -3.804 -0.680 -2.258 -2.267 0.490
H 0.059 -0.045 -2.466 -0.163 1.506 -1.890 0.445
O -0.218 0.472 -3.285 1.227 1.478 3.547 -0.933
H 1.927 -2.680 0.415 0.878 -0.904 0.180 0.459
H 2.270 -4.121 0.549 0.500 -0.101 -0.113 0.483
O 2.709 -3.266 0.439 -0.260 -0.119 0.277 -0.963
H 1.408 -1.602 -1.186 1.265 0.200 -0.323 0.474
H 2.913 -1.908 -1.545 2.199 -0.848 1.187 0.503
O 2.088 -1.693 -1.885 -2.631 1.121 -1.566 -0.960
H 3.917 1.713 1.740 3.979 -1.349 0.287 0.465
H 2.578 1.402 1.791 -2.410 -2.702 0.600 0.463
O 3.117 2.112 1.647 -1.515 4.735 -0.711 -0.929
H 0.239 1.298 3.774 -0.104 -3.490 -0.145 0.456
H 0.727 2.497 2.762 -1.635 -1.657 3.384 0.509
O 0.364 2.195 3.742 1.579 4.547 -2.333 -0.977
H -3.078 0.934 3.429 -0.498 0.188 -0.795 0.484
H -3.610 0.881 1.957 0.183 0.448 0.632 0.472
O -3.763 0.551 2.852 0.157 -0.615 0.205 -0.954
H -1.275 2.528 3.061 -1.434 1.484 -1.649 0.497
H -1.797 3.210 1.638 0.154 -0.338 1.391 0.486
O -2.075 2.910 2.530 0.667 -0.765 0.693 -1.016
H 0.350 -3.309 -1.010 -0.144 -1.529 -0.806 0.458
H -0.355 -4.227 -0.122 0.128 -0.734 -1.306 0.458
O -0.029 -4.229 -1.064 -0.029 1.735 1.966 -0.911
H 1.628 0.931 -0.329 0.568 0.182 -1.124 0.496
H 1.410 1.223 -1.912 0.478 -0.140 0.077 0.517
O 1.100 1.381 -1.016 -0.246 -0.129 1.098 -0.998
H 0.308 -2.711 -3.736 -0.981 -2.147 0.154 0.457
H 1.232 -1.679 -3.241 -0.806 -0.367 -2.464 0.489
O 0.638 -1.909 -4.066 1.681 1.845 1.599 -0.983

4.
51
Properties=species:S:1:pos:R:3:forces:R:3:nbo_charge:R:1 method="wB97M-V/def2-TZVPD" smiles=CCCNCN.O.O.O.O.O.O.O.O.O.O.O homo_energy_ha=-0.32829
C 1.096 -2.682 2.675 -0.877 -0.393 -2.104 -0.640
C 1.144 -1.413 1.807 -0.123 1.282 1.295 -0.402
C 1.107 -0.088 2.655 -0.536 -0.615 -1.619 -0.206
N -0.186 0.590 2.623 0.191 1.195 0.425 -0.688
C -0.160 2.039 2.943 0.916 -1.722 0.018 -0.047
N 0.335 2.944 1.892 0.374 -0.261 -0.998 -0.873
H 0.445 -2.655 3.536 0.077 0.418 0.210 0.237
H 2.098 -2.997 2.918 0.186 -0.305 0.151 0.207
H 0.596 -3.374 1.952 1.158 -0.374 1.120 0.223
H 2.071 -1.419 1.223 -0.218 -0.109 0.010 0.198
H 0.301 -1.341 1.110 0.099 -0.233 -0.094 0.181
H 1.894 0.556 2.241 0.071 0.296 0.394 0.137
H 1.326 -0.372 3.664 0.463 0.157 0.729 0.193
H -0.884 0.274 1.973 0.251 0.181 -0.424 0.384
H -1.170 2.317 3.262 0.340 0.150 0.036 0.180
H 0.581 2.040 3.754 -0.655 0.559 0.361 0.174
H 1.207 3.423 2.106 -0.320 0.022 0.619 0.359
H 0.629 2.405 1.075 -0.597 0.037 -0.013 0.359
H -0.663 -3.424 -0.076 0.127 -0.231 -0.106 0.492
H -1.005 -3.213 1.362 -0.047 0.012 0.574 0.448
O -1.107 -3.857 0.671 -0.262 -0.010 -0.870 -0.934
H -2.091 -2.094 -2.070 0.000 -0.050 -0.034 0.484
H -1.723 -0.982 -1.068 -0.017 -0.077 -0.156 0.501
O -1.414 -1.441 -1.873 0.048 0.103 0.286 -0.983
H -1.475 -0.090 -3.176 -0.682 -0.079 0.431 0.501
H -2.336 1.218 -2.931 0.281 -0.768 -0.093 0.492
O -2.017 0.592 -3.609 -0.176 0.423 -0.577 -0.977
H -0.592 1.453 -3.807 0.588 0.081 -0.246 0.494
H 0.942 1.287 -3.434 -0.122 -0.235 -0.220 0.498
O 0.281 1.924 -3.756 -0.042 0.442 0.511 -1.033
H -1.052 2.609 -1.955 0.316 -0.825 0.076 0.503
H -2.305 3.103 -1.408 -0.526 -0.185 0.422 0.486
O -1.833 2.263 -1.483 0.207 1.356 -0.312 -0.970
H 1.101 -0.790 -2.505 -0.060 -0.284 -0.484 0.480
H 2.221 -0.146 -1.786 0.432 0.111 -0.561 0.483
O 1.937 -0.341 -2.705 -0.622 0.198 0.706 -0.978
H 2.721 0.590 0.416 -0.189 -1.512 0.433 0.472
H 3.324 1.206 -0.597 0.861 -0.476 -1.283 0.484
O 3.212 0.261 -0.364 -0.629 2.191 1.069 -0.929
H -1.805 1.051 -0.058 -0.567 0.087 -0.138 0.517
H -3.187 0.365 0.319 0.215 0.296 -0.146 0.491
O -2.230 0.251 0.296 0.254 -0.603 0.406 -0.996
H 0.832 3.101 -2.218 0.028 0.124 -0.284 0.495
H 0.440 4.216 -1.187 0.295 -0.204 -0.126 0.471
O 1.062 3.496 -1.361 -0.130 -0.004 0.274 -0.978
H 1.657 -2.096 -0.843 0.327 -0.958 -0.746 0.492
H 1.469 -3.361 -1.900 0.697 0.614 0.294 0.497
O 1.086 -2.776 -1.238 -0.888 0.078 0.645 -0.982
H -1.720 -1.879 2.195 -0.169 -0.304 0.038 0.447
H -1.940 -0.960 3.293 0.258 -0.140 0.629 0.479
O -1.710 -1.893 3.161 -0.604 0.541 -0.531 -0.923